Here is a molecular structure, C42H118N14O12 at a distorted geometry from the Open Molecules 2025 dataset. Energies are from the ωB97M-V functional and the def2-TZVPD basis.

Calculated values
Total charge: 0
Orbital gap (eV): 6.510
Energy above the lowest of the compared OMol25 structures with the same formula, charge and spin (kcal/mol): 1367.0

Cartesian coordinates (Å):
C  -3.4038  0.0544  0.3796
H  1.2282  0.5330  -2.9064
N  -6.5088  3.6606  0.5237
H  1.4769  1.7225  -0.0739
H  -1.1500  -7.1926  -0.7728
H  3.1388  0.0427  -4.2501
H  1.7070  0.7281  -1.4071
H  1.2075  3.1536  -0.1755
H  -7.2262  4.1435  1.0454
H  0.2971  -3.9276  1.4666
H  0.5271  -1.9831  -0.3775
O  -0.3256  -1.3297  6.2531
C  -2.4892  0.1927  4.4484
H  -2.0881  1.3098  2.6722
H  3.1934  -2.6895  2.3005
C  -0.7494  4.5750  -2.8406
H  -1.8022  -5.1303  0.7714
H  3.3308  -3.3604  -4.4082
C  -3.4592  -0.1743  3.2879
H  1.3458  1.5837  3.0878
C  -1.3559  -6.4429  -1.5368
N  1.4917  0.7743  -0.4214
H  0.7613  -3.2845  -0.0313
C  1.6336  2.6350  3.0917
H  -1.0865  1.7151  0.5104
H  0.3905  -2.1781  1.2680
H  4.3110  -0.9996  -2.0469
H  4.5137  -3.3542  -3.1125
H  0.0621  -0.4810  1.7043
H  -0.9580  0.9611  -4.1526
H  1.1105  -2.2584  -4.6623
H  0.1883  0.9151  -6.5282
H  1.1592  4.0737  -4.6627
H  1.1420  -2.3521  4.3289
C  -1.0640  1.6717  2.7632
H  3.3786  -3.9038  1.0930
C  -6.5731  2.1352  2.4298
H  0.3870  2.8855  -1.3360
C  0.9210  -0.6109  6.2899
H  2.7294  2.2985  1.4021
H  -0.1258  -0.6077  -2.5300
N  2.5649  -5.1924  -3.6387
H  1.6303  2.8348  5.6893
H  0.6921  0.3818  6.6776
H  1.7625  -5.2311  -6.3429
C  1.6760  -0.4776  4.9537
H  0.6591  1.2330  4.1974
C  0.1449  0.1641  -0.3977
C  1.9812  3.0377  1.6885
C  0.8730  0.1985  3.9289
H  -2.9689  -0.9012  2.6404
C  3.8110  -2.9591  -2.3788
H  -6.6459  -0.8840  2.9512
H  -5.8447  4.2982  0.1083
H  2.0620  -1.3624  -1.1242
C  1.0150  3.7670  -1.4650
H  3.9928  2.2997  -2.6735
O  1.0874  -3.0115  -2.7570
C  -0.1296  -2.6025  -2.2679
N  2.2372  -1.0772  -2.0771
C  2.5615  2.5311  5.2111
H  6.0431  0.1426  -5.9610
H  0.7905  1.8573  0.6798
H  -1.9660  -1.6997  7.5363
H  2.9926  3.4143  -3.7008
H  -0.3179  0.8367  -1.1198
H  -0.0928  -0.2791  3.7638
H  3.9685  2.6284  -0.5912
C  3.0339  2.8025  -2.7996
H  -4.0644  0.6716  5.2279
N  1.7983  -1.1104  1.2205
C  -1.3500  -3.0701  0.2942
H  3.4391  -5.1092  -6.2170
H  1.2199  0.2042  2.8956
H  -0.9256  4.9247  -3.8579
H  -5.4328  -1.5948  1.8759
O  -2.3997  4.1864  -0.9609
H  -3.3101  0.2611  -0.6865
H  -7.2202  1.4361  1.9001
O  -4.7370  -0.7115  3.7290
H  -0.5081  1.2364  3.5936
H  2.8162  4.5527  0.3685
H  2.0207  5.2073  1.8261
N  2.9774  2.6574  -0.3988
H  0.7967  4.3840  -0.5933
H  1.4947  -1.6285  -2.4830
H  -2.5292  2.0750  -0.4920
H  1.6331  -1.0398  6.9948
H  -0.9159  -3.2598  -2.6392
H  -1.1173  2.7516  2.9014
H  -3.0347  -2.1891  0.7725
H  2.6494  1.4571  5.3749
H  -5.0439  3.6801  1.9974
H  -2.5021  -0.4408  0.7401
C  -5.6230  -0.7906  2.5866
N  -3.1880  1.1736  5.2255
C  -0.4988  0.1494  1.0143
H  2.3841  1.9797  -3.0976
H  4.3410  -2.9874  -1.4267
N  -1.0834  -0.8259  -5.0430
H  -5.2992  1.4663  -0.0803
H  2.2211  -4.9544  -2.7194
N  0.8962  2.8599  0.7394
H  -0.4103  5.1219  0.1136
H  -2.9379  -4.5221  -0.4422
H  1.4185  -0.4512  0.5563
C  0.6348  3.1692  -4.9709
H  0.0613  3.4728  -5.8468
H  0.7675  3.1787  3.4691
H  -4.1502  2.6274  -0.2255
H  -1.5925  -0.2500  -5.6981
H  -0.0672  3.4997  0.8677
H  -3.3198  2.0415  4.7262
H  -3.6343  0.7320  2.7081
H  -1.2814  3.6311  -2.9600
C  2.4493  -3.9961  -4.4911
O  -3.7108  1.2220  1.1403
O  4.8035  -0.9038  -4.5410
C  -1.8867  -4.5659  -0.1573
O  0.6377  4.3437  -2.6570
O  2.2496  -2.2257  -0.6196
C  0.5993  -0.2778  -3.2740
H  2.8680  -1.6345  -4.7367
N  -0.6246  4.1634  0.3491
H  1.2561  -1.0661  -3.6418
H  4.3435  0.5427  -5.9688
O  -1.0307  -5.1072  -1.1839
H  -0.5059  -1.5846  8.3767
H  -0.7028  -6.8860  -2.2886
H  -0.1106  3.0091  -4.1919
H  3.6541  4.6020  1.8320
H  4.7692  -1.0224  -6.5492
C  3.5135  -1.4623  -2.6283
O  1.4797  1.9971  -5.1818
H  1.0846  -1.2650  -1.7996
H  -3.0424  -1.2396  6.0885
C  0.7821  0.7992  -5.6215
H  -1.3169  -0.8384  5.8965
H  -2.0290  -1.9166  4.7698
H  -1.9145  -1.8054  1.9291
H  -5.8651  1.5325  2.9987
H  -1.4682  -0.3443  0.9469
H  2.5677  0.1310  5.1043
H  1.8099  -5.8008  -3.9214
H  2.6695  1.6956  -0.4097
H  -7.1793  2.8051  3.0397
H  3.0041  4.4222  -1.2015
O  2.7700  2.8639  3.8110
H  -1.7771  -1.2241  -4.4264
H  2.4575  -2.3542  5.1086
C  1.1769  -3.2389  -4.1909
N  -1.7075  2.3487  0.0276
N  1.9761  -1.7904  4.4227
C  2.5192  3.4936  -1.5025
H  2.4103  -3.8218  -6.7660
C  2.5329  -4.5562  -5.9699
H  -1.1624  -0.1092  7.6290
N  2.9251  -3.0544  1.3978
C  -0.2144  0.2569  -4.5258
C  3.4823  -0.9830  -4.1152
H  -1.1758  5.2350  -2.0852
H  -5.6725  0.1317  2.0078
C  0.0686  -3.1036  0.7906
C  5.0475  -0.2737  -5.8076
C  -2.2505  -1.0331  5.3686
H  -2.3331  -6.4929  -2.0171
H  -0.2515  -1.6007  -2.6798
H  -1.6515  0.7736  4.0626
H  2.9310  -3.5982  -2.4512
H  1.9923  -1.0278  2.2083
C  2.3162  -2.1723  0.6173
C  -5.6192  2.9294  1.4557
N  -2.2820  -2.5432  1.3454
H  3.3827  3.0352  5.7205
C  -1.0084  -1.1803  7.4980
H  -0.2172  -2.5989  -1.1814
H  1.6156  0.1157  -5.7831
H  0.2495  -3.7105  -4.5161
H  -1.2699  -2.4375  -0.5898
H  -0.6585  -1.5253  -1.5074
O  -0.4664  1.4866  1.5201
H  -4.2547  -0.6012  0.5648
C  0.2785  -1.1796  -1.0708
C  -4.6401  2.0523  0.5601
C  2.6560  4.4114  1.4374
C  -1.6030  3.6471  -0.2706

Atom charges from the Mulliken analysis, given in e for atoms 1 to 99: C -1.39; H -0.27; N -0.79; H -0.96; H 0.32; H -0.36; H -1.49; H 0.05; H 0.27; H 0.18; H -1.14; O -0.31; C 1.79; H -0.16; H 0.23; C -1.42; H 0.42; H 0.32; C 0.26; H -1.82; C -0.99; N 0.78; H 1.45; C -0.07; H -0.51; H 0.67; H 0.50; H 0.36; H 0.52; H 0.39; H -0.41; H 0.64; H 0.45; H 0.21; C 0.56; H 0.32; C -1.38; H 0.31; C -1.26; H 0.11; H 0.16; N -0.64; H 0.27; H 0.52; H 0.46; C -0.05; H 0.06; C 1.30; C 0.18; C -0.23; H -0.44; C -2.03; H 0.34; H 0.28; H 1.55; C 0.97; H 0.37; O 0.98; C 0.08; N 0.40; C -0.90; H 0.32; H 0.20; H 0.40; H 0.61; H 0.37; H 0.37; H 0.39; C -1.38; H 0.58; N -0.22; C 2.93; H 0.43; H 0.37; H 0.41; H 0.36; O -0.74; H 0.51; H 0.34; O -0.46; H 0.51; H 0.12; H 0.40; N -0.41; H 0.52; H -0.55; H 0.65; H 0.64; H 0.52; H 0.20; H 0.39; H 0.06; H 0.28; H -0.17; C -0.64; N -0.73; C -0.52; H -0.01; H 0.49